# 1
Below is the molecule C20H23N5O2 at a distorted geometry, with properties calculated with wB97M-V/def2-TZVPD.

```
50
Properties=species:S:1:pos:R:3:lowdin_charge:R:1
N -0.0024 -2.8117 -1.1873 0.168
H -2.1801 3.6795 3.0444 0.099
C 3.1115 -0.2071 -3.4060 -0.027
C -1.5447 1.3793 4.3352 -0.227
H -1.6761 -1.9779 3.7055 0.121
C -0.6018 -1.0039 -3.6207 -0.085
H 0.2605 -0.0160 -5.9669 0.112
C -0.7922 2.2834 5.0727 -0.023
C -2.9865 3.0693 3.4632 -0.077
N -1.7764 0.1862 -0.5538 0.053
H 2.5228 0.6914 -6.5971 0.114
H -3.2832 3.4737 4.4364 0.097
C -0.1414 -0.4050 5.1260 -0.032
C -1.2179 0.0143 4.3667 -0.133
C 0.6086 0.4987 5.8623 -0.093
H -0.7208 -2.0637 -3.8834 0.133
H 0.1126 -1.4545 5.1384 0.115
C -1.2532 -0.9741 -0.0941 -0.154
N -1.5944 0.2706 -1.8084 0.033
C 3.3801 0.2647 -4.6833 -0.252
H 5.5052 0.1924 -4.4893 0.109
H 1.6638 -0.9825 -2.0492 0.101
C 4.8919 2.2405 -4.7407 -0.095
N -1.9343 -0.6828 2.1413 0.091
H -3.8407 3.0932 2.7880 0.096
H 0.8546 2.5546 6.4002 0.103
O -2.6149 1.7163 3.5556 -0.097
O -0.8234 -2.5833 1.5566 0.034
H -1.3258 -0.4209 -4.1963 0.129
H 4.1575 2.8139 -5.3020 0.074
H -3.0885 -0.8906 3.8542 0.132
H 3.9088 -0.2611 -2.6788 0.116
C 2.3361 0.3253 -5.5977 -0.035
H -0.0874 -3.2968 -0.2994 0.091
H 4.7288 2.4222 -3.6809 0.075
N -0.9409 -0.8323 -2.2371 -0.079
C 1.0615 -0.0738 -5.2437 -0.039
C 4.7527 0.7488 -5.0517 -0.216
H -1.0287 3.3358 5.0630 0.101
C 1.8388 -0.6154 -3.0491 -0.022
H 5.8858 2.5937 -5.0057 0.068
C -0.7026 -1.6508 -1.1868 -0.270
H 4.9305 0.5849 -6.1164 0.108
C -1.2992 -1.4866 1.2725 -0.443
H 0.0007 -3.3759 -2.0217 0.102
H -2.2578 0.2143 1.8113 0.123
C 0.7991 -0.5497 -3.9656 -0.203
H 1.4452 0.1559 6.4514 0.099
C 0.2783 1.8391 5.8324 -0.088
C -2.0359 -0.9577 3.5548 -0.109
```

Summary:
Kohn-Sham gap in Ha: 0.336
Structure (SMILES): CCc1ccc(Cn2nnc(C(=O)NCc3ccccc3OC)c2N)cc1
HOMO energy in eV: -8.39
LUMO energy in eV: 0.77
Total charge: 0
Energy above the lowest of the compared OMol25 structures with the same formula, charge and spin in eV: 1.319


# 2
Below is the molecule C8H14 at a distorted geometry, with properties calculated with wB97M-V/def2-TZVPD.

```
22
Properties=species:S:1:pos:R:3:lowdin_charge:R:1
C 0.4910 1.9223 -0.6517 -0.133
H -0.9096 -4.3866 0.1173 0.068
H 1.5593 4.4158 -0.6582 0.078
C 1.6324 3.9556 0.3479 -0.123
H -0.7769 -1.7291 1.5001 0.102
H -2.1694 -2.5373 0.9227 0.102
C 0.8710 2.6652 0.3874 -0.176
C -0.3136 -3.5688 0.5307 -0.117
H 2.6549 3.8332 0.7303 0.075
H -2.0489 -1.0227 -1.1068 0.110
H -0.9810 -2.3323 -1.4962 0.102
H 1.2082 4.7285 0.9796 0.061
C -0.3769 0.7467 -0.5552 -0.135
C -1.1456 -1.5565 -0.7418 -0.224
C -1.1477 -2.2537 0.6124 -0.261
H 0.6100 2.4929 1.4300 0.103
H 0.9289 -0.9381 -1.0418 0.113
H -0.0919 -3.9070 1.5270 0.054
H 0.8225 2.3013 -1.6056 0.104
H 0.6071 -3.4319 -0.0464 0.071
C -0.0205 -0.5097 -0.7399 -0.096
H -1.4033 1.1121 -0.4421 0.121
```

Summary:
Kohn-Sham gap in Ha: 0.381
Structure (SMILES): C/C=C/C=C/CCC
HOMO energy in eV: -9.11
LUMO energy in eV: 1.25
Total charge: 0
Energy above the lowest of the compared OMol25 structures with the same formula, charge and spin in eV: 1.937


# 3
Below is a cluster of 2 separate species, C3H10NS in total at a distorted geometry, with properties calculated with wB97M-V/def2-TZVPD.

```
15
Properties=species:S:1:pos:R:3:lowdin_charge:R:1
C -1.3845 0.0281 -0.4005 -0.640
H -0.6478 0.8267 -0.5548 0.029
C -1.0621 -0.7797 0.8723 -0.175
H 3.2124 0.0906 0.7143 0.137
H -1.9491 -1.3652 1.0887 0.077
H -1.5229 -0.6140 -1.2487 0.054
H 1.2981 0.0776 0.7297 0.083
H 1.3191 0.3290 -1.5353 0.144
H 3.0599 0.3231 -1.5872 0.169
H -0.5412 -0.2459 1.6551 0.063
H -0.4040 -1.6037 0.5296 0.072
S -2.9812 0.9159 -0.3372 0.715
C 2.2502 0.2130 0.2321 0.191
N 2.2020 0.3396 -1.0326 0.217
H -2.8490 1.4647 0.8745 -0.138
```

Summary:
Kohn-Sham gap in Ha: 0.226
HOMO energy in eV: -12.11
LUMO energy in eV: -5.97
Total charge: +1
Energy above the lowest of the compared OMol25 structures with the same formula, charge and spin in eV: 1.862


# 4
Below is a cluster of 2 separate species, C5H8N2 in total, with properties calculated with wB97M-V/def2-TZVPD.

```
15
Properties=species:S:1:pos:R:3:lowdin_charge:R:1
H -2.7261 0.2701 0.5113 0.079
C 1.2642 1.1879 -1.1116 -0.035
N -0.7692 -1.4459 -1.3434 0.136
H 0.1286 -0.7885 -0.9207 0.065
N -0.2575 0.5615 0.8443 0.078
H 1.5755 0.2157 1.9732 0.091
H 1.9761 0.6353 -1.7303 0.078
H 0.7712 -1.3380 1.4123 0.092
C -1.6220 -1.1996 -0.5241 -0.258
H -2.1087 -1.1612 1.5093 0.083
C 0.9117 -0.2676 1.2521 -0.109
H 1.7862 2.0234 -0.6335 0.081
H 0.4787 1.5912 -1.7579 0.084
C 0.6518 0.2973 -0.0728 -0.455
C -2.0608 -0.5817 0.5917 -0.010
```

Summary:
Kohn-Sham gap in Ha: 0.359
Structure (SMILES): CC1=NC1.C=C=N
HOMO energy in eV: -9.06
LUMO energy in eV: 0.70
Total charge: 0
Energy above the lowest of the compared OMol25 structures with the same formula, charge and spin in eV: 4.793


# 5
Below is a structure of composition C2H3GdLiO2 at a distorted geometry, with properties calculated with wB97M-V/def2-TZVPD.

```
9
Properties=species:S:1:pos:R:3:mulliken_spin:R:1
H -1.3857 -1.1030 0.6886 -0.003
Gd 2.6463 0.1975 -0.1040 6.632
H 2.1520 2.0422 -0.4928 0.336
O 0.5079 -0.7421 -0.1264 0.031
Li 0.3748 -2.4199 -1.0065 -0.014
C -0.6081 -0.3285 0.5403 0.015
H -0.4228 0.1391 1.5282 0.004
C -1.3249 0.7468 -0.2184 -0.002
O -1.9394 1.4679 -0.8091 0.002
```

Summary:
Kohn-Sham gap (spin up / spin down) in Ha: 0.387 / 0.332
HOMO energy (spin up / spin down) in eV: -24.61 / -24.03
Multiplicity: 8
LUMO energy (spin up / spin down) in eV: -14.08 / -14.98
Total charge: +3
Energy above the lowest of the compared OMol25 structures with the same formula, charge and spin in eV: 0.000


# 6
Below is a structure of composition C8H9N2O5PdS at a distorted geometry, with properties calculated with wB97M-V/def2-TZVPD.

```
26
Properties=species:S:1:pos:R:3:mulliken_spin:R:1
C 0.9124 -0.9429 -2.1180 0.368
O 2.0234 1.1205 -1.9836 0.540
H 1.8374 -1.4395 -2.4518 0.075
H 1.8141 0.1620 3.9317 0.000
H 2.0066 -1.3160 2.9568 0.002
H 1.3218 1.2120 2.0026 -0.004
O -3.0627 -0.5442 -2.2357 0.006
C 1.3160 -0.5057 3.2219 0.005
H -1.8132 -0.9800 0.9212 -0.004
S -1.0594 1.5935 0.8772 1.086
Pd -0.8993 1.6963 -1.7579 0.482
C -0.3914 1.9211 -3.6659 0.018
C -2.2396 0.2252 -2.0115 0.067
C -1.0895 3.6764 -1.6613 0.038
O -0.0900 -1.5655 -1.7492 1.027
O -1.0829 4.8098 -1.8422 0.015
C -0.2750 0.1713 1.4471 -0.111
C 0.9492 0.5602 -2.0373 0.284
N -0.9011 -1.0111 1.3773 0.038
H -0.6500 -2.9674 0.6630 0.003
H -0.4619 -2.7830 2.4079 0.000
N 0.9523 0.2555 2.0150 0.041
H 0.4240 -0.9102 3.7113 0.001
H 0.8413 -2.2149 1.3184 0.002
C -0.2411 -2.3171 1.4405 0.007
O -0.1414 2.0939 -4.7775 0.015
```

Summary:
Kohn-Sham gap (spin up / spin down) in Ha: 0.230 / 0.197
HOMO energy (spin up / spin down) in eV: -20.46 / -21.32
Multiplicity: 5
LUMO energy (spin up / spin down) in eV: -14.20 / -15.96
Total charge: +3
Energy above the lowest of the compared OMol25 structures with the same formula, charge and spin in eV: 0.000